# C19H52AsF6O17S7

A structure of composition C19H52AsF6O17S7 (wB97M-V/def2-TZVPD, the OMol25 dataset).

Structure (XYZ):
```
102
Properties=species:S:1:pos:R:3
As 1.39895 0.11975 0.73442
S -3.63633 -3.60675 2.09118
S 1.43834 4.70331 -3.54616
S -3.39526 2.68577 -0.81099
S -4.17620 -3.79729 -3.88468
S -1.82978 2.41179 4.55602
S 1.60903 -5.40749 -1.15159
S 6.26509 4.00402 0.39030
F 1.23315 1.09640 2.25884
F -0.33970 0.02912 0.56723
F 3.18329 0.23618 0.85590
F 1.50265 -0.85152 -0.74801
F 1.39365 -1.42034 1.72231
F 1.50649 1.62542 -0.21367
O 1.95151 -6.42758 -2.10312
O -3.85963 -4.09055 0.75331
O 0.77488 5.44590 -4.57485
O -2.73623 3.85755 -1.52145
O -4.76729 -3.36925 2.97737
O 2.38745 -5.58111 0.31129
O 1.35496 5.70994 -2.13670
O 2.79519 4.15225 -3.70737
O -2.77486 3.35096 3.90719
O -4.29365 -5.01149 -4.67104
O -2.04811 1.84790 5.92360
O -5.12473 -3.54989 -2.82917
O -0.29876 3.00855 4.43743
O 7.21594 3.00208 -0.20980
O -2.63968 -3.65057 -3.37641
O 0.20674 -5.07931 -0.86656
O -2.62188 -4.71537 2.84285
C -1.04743 -1.90576 -2.64967
C -2.37533 1.28293 -1.28473
C 1.76715 5.19892 -0.91865
C 0.05768 3.92990 3.38438
C 1.57547 4.11533 3.48326
C 2.30859 -4.48677 1.25385
C 0.39825 3.30780 -3.03853
C -0.67650 -5.63247 3.25941
C -2.29029 -2.72931 -2.34561
C 4.92030 2.97862 1.12694
C -1.55742 -5.30108 2.08481
C 3.58698 -3.75841 1.38519
C 2.35827 -3.85797 -1.85171
C -4.29365 -2.37049 -5.03005
C -2.43653 -2.17141 2.13726
C -1.60373 0.92147 3.52843
C -4.86136 2.18712 -1.89387
C 0.61237 4.79417 0.02027
C 5.38113 4.68461 -1.07756
H -0.00742 2.75676 -3.88700
H -0.10441 -2.43917 -2.53016
H -4.10388 -1.40518 -4.56072
H -0.22578 3.53167 2.41013
H -1.03359 -1.03727 -1.99115
H 2.04919 4.96418 2.99018
H 4.10293 3.44582 1.67624
H 0.97042 2.73510 -2.30864
H -0.14430 4.22173 -0.51625
H -5.70065 2.24234 -1.20059
H 4.72952 5.49461 -0.74984
H 2.20813 -5.00345 2.20835
H 0.19935 5.56738 0.66809
H -5.20659 -2.36160 -5.62552
H 5.44942 2.28244 1.77768
H -1.46523 1.38912 -0.69435
H 1.43608 -3.85201 1.09921
H 2.18615 -3.03380 -1.15944
H -2.06080 -3.14729 -1.36545
H 2.29904 6.01130 -0.42345
H -2.28659 -1.83670 3.16371
H 1.13230 4.15029 0.72963
H -3.05485 -2.01140 -2.04872
H 2.13292 3.23696 3.15799
H -2.86296 0.33321 -1.06486
H 3.37727 -4.12339 -2.13329
H -1.07497 -4.56398 1.44292
H -0.27647 -4.65746 3.53769
H 3.42102 -2.97455 2.12419
H -3.46864 -2.65794 -5.68185
H -0.46885 4.88412 3.40307
H 4.26512 -4.51631 1.77739
H 2.44607 4.36893 -1.11433
H -1.50894 -2.37455 1.60209
H 4.46825 2.43232 0.29911
H -2.09290 1.33189 -2.33636
H 4.80759 4.02937 -1.73317
H -5.12028 2.72607 -2.80525
H -4.80436 1.11939 -2.10559
H 2.04362 4.22778 4.46116
H -2.53304 0.35249 3.55560
H -1.08836 -6.03041 4.18683
H 4.04011 -3.36551 0.47502
H -1.91873 -6.08522 1.41949
H -1.04180 -1.44181 -3.63599
H 1.84154 -3.70257 -2.79876
H -0.72279 0.36506 3.84850
H -1.59679 1.22505 2.48158
H -2.91077 -1.37864 1.55870
H 6.20257 5.24670 -1.52184
H -0.43318 3.83668 -2.57259
H 0.01016 -6.42411 2.95957
```

Summary:
Energy above the lowest of the compared OMol25 structures with the same formula, charge and spin, kJ/mol: 189.6
Net charge: -1
Lowest unoccupied orbital energy, eV: 1.76
Frontier orbital gap, eV: 8.949
Highest occupied orbital energy, eV: -7.188